C7H14N2O | ωB97M-V with the def2-TZVPD basis set

```
24
C7H14N2O (ωB97M-V with the def2-TZVPD basis set)
C 0.52 -0.34 1.93
C 1.18 1.15 -0.46
C -1.43 -1.75 1.01
C -1.41 0.17 -1.32
C 1.92 0.73 -1.72
N -0.48 -0.65 0.84
C 1.06 -0.83 0.67
C -0.86 0.62 0.01
N -1.45 1.59 0.63
O 1.71 -1.67 0.11
H -1.10 1.81 1.55
H 0.56 0.71 2.21
H 0.51 -1.05 2.75
H 1.88 1.35 0.36
H 0.72 2.12 -0.61
H -2.36 -1.35 1.41
H -1.62 -2.22 0.05
H -1.02 -2.50 1.69
H -2.44 -0.18 -1.20
H -0.81 -0.62 -1.77
H -1.43 1.03 -1.99
H 2.71 1.45 -1.97
H 2.42 -0.23 -1.62
H 1.24 0.67 -2.57
```

Multiplicity: 1
M, g/mol: 142.2
LUMO energy, eV: 0.48
Gap between HOMO and LUMO, Ha: 0.29307
E_tot, eV: -12508.3743